Entry from the Open Molecules 2025 dataset: a 7-piece molecular cluster, C46H92F9NO13S overall in a non-equilibrium geometry (ωB97M-V/def2-TZVPD).

Properties
HOMO: -7.77 eV
Structure (SMILES): CCCCCCCCCCCCC[C@@](COCCC(=O)OC(C)=O)(OCN=C(C)C)S(=O)(=O)C(F)(F)C(F)(F)C(F)(F)C(F)(F)F.CC(C)O.CC(C)O.CC(C)O.CC(C)O.CC(C)O.CC(C)O
E_LUMO: -0.579 eV
Charge: 0
Electronic energy: -4136.90520 hartree
Orbital gap: 7.19 eV
M: 1070.3 g mol⁻¹
Largest force on an atom: 10.310 eV Å⁻¹

Each line ends with the Mulliken charge.
Geometry (Å):
C1 8.22898 2.85445 2.28647  -0.60
C2 8.31440 1.25502 1.93645  -0.54
C3 7.19062 0.73656 0.85507  -0.23
C4 7.56495 1.04876 -0.71687  -0.47
C5 6.80143 0.01510 -1.78683  -0.70
C6 5.24735 -0.26350 -1.34238  -0.08
C7 4.35523 -1.08051 -2.47830  -0.61
C8 3.06090 -1.70611 -1.67020  -0.08
C9 1.96222 -2.45823 -2.67884  -0.12
C10 1.17480 -3.70273 -1.95643  -0.80
C11 -0.41584 -3.85277 -2.42497  0.14
C12 -1.44129 -3.42711 -1.17263  -0.06
C13 -2.61948 -2.52380 -1.84808  -1.41
C14 -3.57590 -1.70312 -0.74484  1.13
C15 -4.45274 -0.67733 -1.70858  -0.78
O1 -4.58210 0.68958 -1.19830  -0.25
C16 -5.41065 1.53660 -2.08076  -0.50
C17 -4.56665 2.91709 -2.42333  -0.41
C18 -4.96097 4.11323 -1.33377  0.41
O2 -6.26222 4.35834 -1.14715  -0.55
O3 -3.96778 4.93685 -0.61081  -0.22
C19 -4.65741 6.24020 -0.40485  0.67
C20 -4.84152 7.24440 -1.70935  -0.57
O4 -5.12091 6.51242 0.82059  -0.52
O5 -4.38262 -2.76479 -0.11230  -0.17
C21 -5.56840 -2.26661 0.57380  -0.48
N1 -5.78460 -2.93434 1.94857  -0.22
C22 -6.62806 -2.01930 2.58949  0.39
C23 -6.12318 -0.97446 3.77036  -0.93
C24 -8.25731 -1.93769 2.22264  -0.93
S1 -2.59708 -0.87801 0.61050  0.92
O6 -2.16257 -2.02250 1.61018  -0.58
O7 -3.44301 0.09052 1.52684  -0.63
C25 -1.10946 0.11255 0.07142  0.57
F1 -1.56876 1.54918 -0.01983  -0.26
F2 -0.55317 -0.21858 -1.25586  -0.18
C26 0.10714 0.06421 1.16863  0.51
F3 -0.36725 0.15123 2.60046  -0.26
F4 0.81176 -1.25474 0.97693  -0.22
C27 1.24575 1.23068 1.00358  0.48
F5 1.34823 1.82836 -0.34693  -0.24
F6 2.57152 0.55786 1.27332  -0.27
C28 1.12907 2.46714 2.08418  0.51
F7 1.67120 2.11464 3.43020  -0.21
F8 -0.24808 3.05234 2.13942  -0.19
F9 2.01316 3.56443 1.54842  -0.25
H1 9.02815 3.48492 1.67500  0.06
H2 8.47461 3.04566 3.42783  0.21
H3 7.15838 3.30157 2.08751  0.23
H4 9.41186 0.97805 1.61171  0.32
H5 8.12044 0.65679 2.95103  0.25
H6 6.17215 1.28915 1.12559  -0.01
H7 7.01232 -0.41158 1.07494  0.27
H8 7.15455 2.14225 -0.95409  0.24
H9 8.73343 1.02622 -0.83357  0.30
H10 7.42116 -0.99987 -1.76744  0.27
H11 6.93252 0.50708 -2.84141  0.26
H12 5.29420 -0.92436 -0.35477  0.14
H13 4.77882 0.79563 -1.06725  0.09
H14 5.08992 -1.91552 -2.90691  0.29
H15 4.05802 -0.29605 -3.31756  0.24
H16 2.55803 -0.78120 -1.10928  -0.43
H17 3.51420 -2.46987 -0.87770  0.32
H18 1.17636 -1.63338 -2.97670  0.13
H19 2.57431 -2.80404 -3.63962  0.34
H20 1.75955 -4.69581 -2.21269  0.29
H21 1.29118 -3.55128 -0.78850  0.35
H22 -0.52896 -3.10773 -3.35092  -0.46
H23 -0.63529 -4.92507 -2.84243  0.46
H24 -1.83046 -4.44018 -0.73354  0.10
H25 -0.73508 -2.83183 -0.41793  0.07
H26 -2.08690 -1.76681 -2.60059  0.17
H27 -3.36063 -3.24287 -2.43650  0.43
H28 -5.52841 -1.12602 -1.96796  0.33
H29 -3.91602 -0.58269 -2.77160  0.38
H30 -5.57562 0.96527 -3.09205  0.36
H31 -6.45812 1.78872 -1.57134  0.27
H32 -3.38745 2.74134 -2.46335  0.21
H33 -4.87181 3.31372 -3.48718  0.33
H34 -3.87170 7.91016 -1.86936  0.14
H35 -5.79639 7.89809 -1.52498  0.28
H36 -5.05278 6.60626 -2.68105  0.24
H37 -6.52153 -2.58455 -0.06395  0.13
H38 -5.61846 -1.11920 0.77357  0.34
H39 -6.31693 0.15504 3.43868  0.27
H40 -6.82425 -1.12624 4.72285  0.37
H41 -5.00859 -1.12784 4.09813  0.23
H42 -8.89147 -2.62371 2.93561  0.30
H43 -8.57325 -0.81498 2.47337  0.29
H44 -8.46824 -2.09251 1.08131  0.30
C29 4.22201 2.82052 5.35682  -0.78
C30 4.74375 2.11292 6.59719  0.35
C31 3.85391 2.37669 7.80137  -1.26
O8 6.06554 2.56598 6.87845  -0.56
H45 4.20011 3.90601 5.50489  0.34
H46 4.87902 2.63183 4.50103  0.21
H47 3.21222 2.48198 5.10466  0.10
H48 4.79978 1.03504 6.40991  0.28
H49 3.81905 3.44649 8.03610  0.33
H50 4.24835 1.87136 8.68942  0.32
H51 2.83311 2.02481 7.62245  0.35
H52 6.02556 3.52220 7.04609  0.35
C32 -3.67033 -7.45275 2.23222  -0.82
C33 -5.19043 -7.42819 2.24192  0.36
C34 -5.75715 -7.64169 0.84739  -0.74
O9 -5.63922 -6.17321 2.74702  -0.52
H53 -3.26945 -6.65282 1.59969  0.01
H54 -3.27623 -7.28551 3.24038  0.34
H55 -3.29342 -8.41176 1.86332  0.30
H56 -5.56687 -8.20591 2.91532  0.29
H57 -5.43027 -6.84837 0.16581  0.17
H58 -6.85174 -7.60925 0.86769  0.31
H59 -5.44280 -8.60639 0.43703  0.10
H60 -5.30968 -5.47655 2.15530  0.24
C35 -3.68072 -12.60202 0.62395  -1.42
C36 -4.77565 -11.54784 0.65892  0.75
C37 -6.07869 -12.11961 1.19428  -1.27
O10 -4.98698 -11.04266 -0.65700  -0.55
H61 -3.95783 -13.43326 -0.03404  0.35
H62 -2.75227 -12.17956 0.22497  0.35
H63 -3.48331 -12.99939 1.62444  0.36
H64 -4.45757 -10.70734 1.28535  0.05
H65 -6.44082 -12.93372 0.55642  0.33
H66 -6.86087 -11.35298 1.20216  0.32
H67 -5.95312 -12.50248 2.21187  0.37
H68 -5.26976 -11.78207 -1.22034  0.35
C38 -0.96233 -3.07883 -8.07546  -1.46
C39 -0.64711 -2.56291 -6.68051  0.57
C40 -1.73482 -1.62792 -6.17641  -1.16
O11 0.59809 -1.86977 -6.70360  -0.55
H69 -1.03008 -2.25319 -8.79268  0.35
H70 -0.16504 -3.74067 -8.43035  0.35
H71 -1.90737 -3.63075 -8.08794  0.37
H72 -0.53917 -3.40753 -5.99131  0.23
H73 -1.82986 -0.75079 -6.82632  0.43
H74 -1.48858 -1.25475 -5.17656  0.18
H75 -2.70298 -2.13639 -6.13196  0.35
H76 0.51167 -1.11801 -7.31306  0.35
C41 -1.59615 12.28467 -2.66053  -1.32
C42 -2.14035 11.02954 -1.99728  0.43
C43 -1.21781 10.54257 -0.89129  -1.17
O12 -2.28667 10.00380 -2.97604  -0.54
H77 -0.62049 12.09305 -3.12102  0.34
H78 -2.26407 12.61666 -3.46261  0.32
H79 -1.48689 13.09803 -1.93640  0.37
H80 -3.13453 11.23279 -1.58457  0.28
H81 -0.22874 10.28913 -1.28913  0.33
H82 -1.61586 9.63180 -0.43126  0.28
H83 -1.09726 11.30373 -0.11414  0.36
H84 -1.40878 9.81666 -3.34797  0.34
C44 11.98763 6.72155 1.59705  -1.36
C45 10.61253 6.07884 1.51088  0.47
C46 9.51256 7.07800 1.83212  -1.23
O13 10.54254 4.98881 2.42654  -0.50
H85 12.18271 7.09569 2.60831  0.35
H86 12.77004 5.98777 1.37552  0.33
H87 12.07886 7.55442 0.89287  0.37
H88 10.45851 5.67242 0.50532  0.28
H89 9.61991 7.46470 2.85178  0.32
H90 8.52934 6.59847 1.77826  0.30
H91 9.52962 7.92151 1.13495  0.38
H92 10.67817 5.34023 3.32216  0.32